Record 1
This record from the Open Molecules 2025 dataset describes a 8-piece molecular cluster, C30H56O24 overall. The level of theory is ωB97M-V/def2-TZVPD.

HOMO = -10.367 eV
LUMO energy = 0.0077 Ha
net charge = 0
DFT total energy = -2982.52431 Eh
structure (SMILES) = CCOC(=O)OC.CCOC(=O)OC.CCOC(=O)OC.CCOC(=O)OC.CCOC(=O)OC.CCOC(=O)OC.O=C1OCCO1.O=C1OCCO1
Kohn-Sham gap = 10.5773 eV

Each line ends with the Mulliken charge.
Positions of all 110 atoms, in Å:
C1 -4.0950 -1.5609 0.9802  0.440
C2 -4.5141 -3.0276 1.0260  0.050
O1 -4.2875 -3.4293 -0.3339  -0.322
C3 -4.2092 -2.3339 -1.1133  0.692
O2 -4.0852 -2.3430 -2.2927  -0.524
O3 -4.2967 -1.1990 -0.3680  -0.340
H1 -3.0470 -1.4679 1.2692  -0.471
H2 -4.7306 -0.9790 1.6473  0.383
H3 -5.5668 -3.1893 1.2579  0.358
H4 -3.8912 -3.5753 1.7311  -0.278
C4 -1.4085 1.3311 5.5049  -0.197
C5 -0.7563 0.5007 4.4075  0.489
O4 -0.8960 -0.8191 4.8969  -0.326
C6 -1.8283 -0.8634 5.8741  0.540
O5 -2.2632 -1.8464 6.3822  -0.509
O6 -2.2321 0.3861 6.1635  -0.376
H5 -1.9923 2.1598 5.1067  0.272
H6 -0.6729 1.7531 6.1929  0.233
H7 0.2585 0.8620 4.2491  0.185
H8 -1.2484 0.5804 3.4393  -0.367
C7 -0.5119 -1.0168 -5.0025  -1.490
C8 0.1413 0.2527 -5.5158  0.814
O7 1.5530 0.1533 -5.3613  -0.358
C9 2.3002 1.1671 -5.7354  0.842
O8 1.9077 2.1981 -6.1893  -0.553
O9 3.5747 0.7860 -5.5117  -0.294
C10 4.5914 1.6491 -5.9982  -0.759
H9 -0.2623 -1.9174 -5.5668  0.451
H10 -1.5960 -0.9540 -5.1249  0.461
H11 -0.3505 -1.2463 -3.9481  0.132
H12 -0.2045 1.1506 -5.0038  -0.525
H13 -0.1036 0.3673 -6.5739  0.495
H14 5.2084 1.8703 -5.1273  0.225
H15 4.2275 2.6076 -6.3743  0.370
H16 5.1343 1.1867 -6.8210  0.286
C11 3.5291 1.0524 1.9835  -0.516
C12 3.9813 1.8158 0.7344  -0.111
O10 4.0584 0.9479 -0.3873  -0.312
C13 5.1968 0.3152 -0.6302  0.580
O11 6.1536 0.2850 0.0947  -0.580
O12 5.1361 -0.1866 -1.8579  -0.212
C14 6.3177 -0.5830 -2.4998  -0.752
H17 4.2028 0.2223 2.2073  0.499
H18 2.5953 0.5190 1.7885  -0.117
H19 3.4454 1.7261 2.8333  0.033
H20 4.9185 2.3614 0.8594  0.605
H21 3.2585 2.5917 0.4809  -0.007
H22 7.0844 0.1896 -2.4320  0.347
H23 6.0862 -0.7292 -3.5560  0.206
H24 6.7295 -1.5504 -2.2040  0.302
C15 -3.2486 1.4052 -3.9072  -0.708
C16 -3.0568 2.9348 -3.7857  -0.397
O13 -1.8982 3.2582 -3.0459  -0.274
C17 -0.7375 3.5240 -3.6533  0.724
O14 -0.5226 3.3712 -4.8153  -0.562
O15 0.1854 3.9539 -2.7965  -0.301
C18 -0.1072 4.6338 -1.5679  -0.549
H25 -3.6400 0.9723 -2.9865  0.214
H26 -2.3771 0.8443 -4.2334  -0.159
H27 -4.0019 1.2529 -4.6853  0.477
H28 -3.9992 3.2269 -3.3315  0.363
H29 -2.9231 3.2743 -4.8120  0.363
H30 -0.9205 4.1258 -1.0569  0.253
H31 -0.2164 5.6991 -1.7509  0.364
H32 0.7753 4.5032 -0.9432  0.128
C19 1.2018 0.9148 -1.5863  -0.450
C20 -0.2826 0.5968 -1.4969  0.986
O16 -0.5325 -0.7454 -1.1037  -0.292
C21 -0.4043 -0.9986 0.1823  0.558
O17 -0.0170 -0.2323 1.0286  -0.371
O18 -0.7791 -2.2300 0.4061  -0.337
C22 -0.7202 -2.8101 1.6947  -0.459
H33 1.7293 0.2827 -2.3008  0.314
H34 1.6975 0.7794 -0.6271  -0.306
H35 1.3225 1.9664 -1.8470  0.434
H36 -0.6973 0.7685 -2.4878  -0.514
H37 -0.7599 1.2801 -0.7918  -0.236
H38 -1.0815 -2.1417 2.4808  0.142
H39 0.2994 -3.0175 2.0271  0.465
H40 -1.2649 -3.7484 1.7292  0.085
C23 3.8494 4.4714 4.3329  -1.301
C24 2.9590 4.5879 3.1156  -0.112
O19 1.7348 3.8892 3.3558  -0.288
C25 0.9325 3.5867 2.3793  0.711
O20 1.1642 3.7280 1.2049  -0.443
O21 -0.1829 3.0580 2.8756  -0.267
C26 -1.1987 2.6574 1.9751  -0.811
H41 3.9850 3.4251 4.6042  0.302
H42 3.3523 5.0185 5.1331  0.348
H43 4.8289 4.8846 4.1044  0.379
H44 3.4614 4.2178 2.2204  0.143
H45 2.6922 5.6250 2.9055  0.445
H46 -0.7204 2.0131 1.2371  0.176
H47 -1.6269 3.4756 1.3855  0.421
H48 -2.0395 2.2225 2.5026  0.330
C27 -2.0041 -5.0179 4.9076  -0.990
C28 -3.0232 -5.6347 3.9319  -0.203
O22 -2.3195 -5.8228 2.7153  -0.220
C29 -2.8703 -6.6078 1.7967  0.753
O23 -3.9199 -7.1761 1.8607  -0.574
O24 -2.0204 -6.6595 0.7684  -0.306
C30 -2.4764 -7.3057 -0.4134  -0.665
H49 -1.0488 -5.5434 4.9114  0.319
H50 -2.3752 -4.8972 5.9225  0.430
H51 -1.7125 -4.0158 4.5727  0.036
H52 -3.9008 -5.0008 3.8264  0.274
H53 -3.2786 -6.5690 4.4336  0.350
H54 -2.8426 -8.3028 -0.1562  0.317
H55 -1.6314 -7.3478 -1.0900  0.230
H56 -3.3305 -6.7744 -0.8371  0.271

---

Record 2
This record from the Open Molecules 2025 dataset describes a single C3HNO2 molecule. The level of theory is ωB97M-V/def2-TZVPD.

HOMO = -8.785 eV
LUMO energy = -0.0221 Ha
net charge = 0
DFT total energy = -319.92082 Eh
structure (SMILES) = C#C[N+]([O-])=C=O
Kohn-Sham gap = 8.1837 eV

Each line ends with the natural charge from an NBO analysis.
Positions of all 7 atoms, in Å:
C1 0.0413 0.0974 -0.0074  -0.154
C2 1.2151 0.2564 -0.1164  0.085
C3 3.1931 -0.4856 0.0692  0.881
N1 2.5413 0.6050 0.0066  -0.108
O1 3.7466 -1.5042 -0.0218  -0.377
O2 3.0164 1.7966 -0.0108  -0.569
H1 -0.9314 -0.2601 0.1022  0.242

---

Record 3
This record from the Open Molecules 2025 dataset describes a 2-piece molecular cluster, C2H4OS3 overall. The level of theory is ωB97M-V/def2-TZVPD.

HOMO (alpha / beta) = -8.776 / -8.749 eV
LUMO energy (alpha / beta) = -0.0627 / -0.0557 Ha
net charge = 0
DFT total energy = -1348.17005 Eh
Kohn-Sham gap (alpha / beta) = 7.0707 / 7.2338 eV

Each line ends with the natural charge from an NBO analysis.
Positions of all 10 atoms, in Å:
C1 1.0031 0.1914 -0.0870  -0.500
C2 -1.0204 -0.9030 -1.4777  -0.446
O1 0.0047 -0.8661 2.0915  -0.901
S1 2.1767 0.8502 -0.8907  0.269
S2 -0.8822 1.9208 1.2860  -0.378
S3 0.3411 0.4155 1.5061  1.352
H1 -1.1161 -1.1995 -0.5089  0.177
H2 -0.4168 -1.3781 -2.2357  0.180
H3 -1.6132 0.0598 -1.9165  0.195
H4 1.5229 0.9089 2.2329  0.051

---

Record 4
This record from the Open Molecules 2025 dataset describes C10H21 as an isolated structure. The level of theory is ωB97M-V/def2-TZVPD.

HOMO (alpha / beta) = -7.059 / -7.381 eV
LUMO energy (alpha / beta) = 0.0216 / 0.0221 Ha
spin multiplicity = 2
net charge = 0
DFT total energy = -393.39074 Eh
Kohn-Sham gap (alpha / beta) = 7.6464 / 7.9832 eV

Each line ends with the natural charge from an NBO analysis.
Positions of all 31 atoms, in Å:
C1 -0.4096 -2.0025 2.2037  -0.606
C2 -0.4227 -1.8851 0.6845  -0.396
C3 0.8747 -1.2748 0.1385  -0.214
C4 2.0390 -2.2518 0.3211  -0.604
C5 0.7547 -0.8889 -1.3447  -0.447
C6 -0.2701 0.1982 -1.6944  -0.137
C7 -0.0803 0.7143 -3.0027  -0.500
H1 -1.3838 -2.3502 2.5612  0.210
H2 0.3493 -2.7149 2.5458  0.205
H3 -0.2047 -1.0338 2.6778  0.202
H4 -0.5457 -2.8811 0.2347  0.199
H5 -1.2901 -1.2954 0.3618  0.193
H6 1.0954 -0.3594 0.7108  0.191
H7 1.8131 -3.2159 -0.1555  0.202
H8 2.9557 -1.8582 -0.1324  0.209
H9 2.2385 -2.4348 1.3821  0.209
H10 1.7531 -0.5836 -1.6988  0.208
H11 0.4933 -1.8037 -1.9071  0.218
H12 -1.3038 -0.1083 -1.4415  0.211
H13 -0.6728 1.5617 -3.3416  0.178
H14 -0.7710 2.1379 -1.3562  0.253
H15 0.5771 0.2008 -3.7026  0.199
C8 -1.5338 3.2198 1.3141  -0.681
C9 -0.4129 2.9590 0.4055  -0.085
C10 -0.3125 1.7264 -0.4408  -0.711
H16 -2.2127 3.9964 0.9242  0.215
H17 -2.1382 2.3192 1.4951  0.201
H18 -1.1702 3.5869 2.2864  0.221
H19 0.3311 3.7377 0.2655  0.166
H20 0.7791 1.5626 -0.4508  0.249
H21 -0.9191 1.0215 0.1562  0.243

---

Record 5
This record from the Open Molecules 2025 dataset describes a single C4H10O2 molecule. The level of theory is ωB97M-V/def2-TZVPD.

HOMO = -10.123 eV
LUMO energy = 0.0316 Ha
net charge = 0
DFT total energy = -308.87504 Eh
structure (SMILES) = CCC(C)(O)O
Kohn-Sham gap = 10.9813 eV

Each line ends with the natural charge from an NBO analysis.
Positions of all 16 atoms, in Å:
C1 -0.4543 -0.1606 -0.3246  0.524
C2 0.4800 0.1670 0.8008  -0.427
C3 -1.7569 -0.8018 0.1180  -0.659
C4 1.7830 0.8605 0.4432  -0.619
O1 -0.6611 0.9106 -1.1910  -0.712
O2 0.3591 -1.2495 -1.0738  -0.788
H1 -1.4172 0.6816 -1.7543  0.479
H2 1.1282 -0.8232 -1.4813  0.465
H3 -0.2112 0.9316 1.3086  0.195
H4 0.6562 -0.7026 1.4375  0.226
H5 -2.2294 -1.2837 -0.7444  0.223
H6 2.2220 1.3247 1.3321  0.218
H7 -2.4497 -0.0590 0.5259  0.222
H8 -1.5931 -1.5859 0.8623  0.231
H9 2.5008 0.1418 0.0413  0.201
H10 1.6434 1.6486 -0.3005  0.221

---

Record 6
This record from the Open Molecules 2025 dataset describes a single C4H9NO2 molecule. The level of theory is ωB97M-V/def2-TZVPD.

HOMO = -9.773 eV
LUMO energy = 0.0283 Ha
net charge = 0
DFT total energy = -363.01192 Eh
structure (SMILES) = C[C@H](O)CC(N)=O
Kohn-Sham gap = 10.5423 eV

Each line ends with the natural charge from an NBO analysis.
Positions of all 16 atoms, in Å:
C1 -0.3590 0.5493 0.1169  -0.559
C2 0.0661 -0.9622 -0.2494  0.123
C3 -0.3659 -1.2622 -1.8122  -0.654
O1 -0.7047 -1.8359 0.4238  -0.736
C4 0.6862 0.9721 1.2595  0.688
N1 0.5627 2.3383 1.4973  -0.835
O2 1.5833 0.1890 1.5836  -0.612
H1 -1.3940 0.4222 0.5855  0.242
H2 -0.3187 1.2203 -0.8250  0.233
H3 1.1539 -1.2078 -0.2246  0.197
H4 -1.4060 -0.8960 -2.1631  0.204
H5 -0.3624 -2.3488 -2.2482  0.223
H6 0.3436 -0.7328 -2.5337  0.197
H7 -0.4181 -2.0864 1.3248  0.484
H8 1.1563 2.7373 2.1712  0.395
H9 -0.2234 2.9035 1.0936  0.409

---

Record 7
This record from the Open Molecules 2025 dataset describes C15H15N4O5SY as an isolated structure. The level of theory is ωB97M-V/def2-TZVPD.

HOMO = -8.751 eV
LUMO energy = -0.0061 Ha
net charge = 0
DFT total energy = -1612.61046 Eh
Kohn-Sham gap = 8.5863 eV

Each line ends with the natural charge from an NBO analysis.
Positions of all 41 atoms, in Å:
Y1 -0.2489 -0.4433 0.5815  2.188
N1 -1.2489 -0.8472 -1.6880  -0.904
C1 -1.7080 -2.2679 -1.7047  -0.309
C2 -2.2747 -2.7411 -0.3604  0.641
O1 -2.9703 -3.7497 -0.3581  -0.653
N2 -1.8930 -1.9936 0.6829  -0.856
C3 -2.3399 -2.4040 2.0008  -0.343
C4 -1.7734 -1.4612 3.0661  0.794
O2 -2.1817 -1.4670 4.2009  -0.610
O3 -0.8112 -0.6572 2.6257  -0.925
H1 -2.0692 -0.2514 -1.7697  0.390
H2 -0.6942 -0.6688 -2.5198  0.386
H3 -0.8475 -2.8969 -1.9375  0.219
H4 -2.4628 -2.4413 -2.4709  0.212
H5 -2.0071 -3.4199 2.2383  0.220
H6 -3.4285 -2.4091 2.0848  0.222
O4 1.7491 -1.6001 0.0014  -0.735
C5 2.4988 -0.6110 0.2135  0.673
C6 4.0060 -0.6080 0.1617  -0.512
C7 4.3399 0.8421 0.5080  -0.521
C8 2.9770 1.5069 0.7213  0.697
O5 2.7989 2.6631 1.0146  -0.582
N3 1.9682 0.5719 0.5212  -0.776
H7 4.3304 -0.9104 -0.8343  0.242
H8 4.3939 -1.3435 0.8656  0.248
H9 4.8677 1.3731 -0.2830  0.239
H10 4.9285 0.9473 1.4182  0.243
S1 -0.5106 4.0146 2.3154  0.481
C9 -0.9186 2.3756 2.0627  -0.072
N4 -0.8013 1.9382 0.8425  -0.591
C10 -0.3488 2.9461 -0.0027  0.188
C11 -0.0832 2.8090 -1.3639  -0.229
C12 0.3985 3.8986 -2.0555  -0.197
C13 0.6137 5.1232 -1.4086  -0.201
C14 0.3512 5.2726 -0.0638  -0.179
C15 -0.1324 4.1691 0.6334  -0.242
H11 -1.2204 1.7335 2.8810  0.273
H12 -0.2475 1.8622 -1.8646  0.207
H13 0.6166 3.8126 -3.1115  0.220
H14 0.9961 5.9619 -1.9742  0.223
H15 0.5267 6.2152 0.4362  0.227

---

Record 8
This record from the Open Molecules 2025 dataset describes C3H4O4Pr as an isolated structure. The level of theory is ωB97M-V/def2-TZVPD.

HOMO (alpha / beta) = -13.159 / -13.431 eV
LUMO energy (alpha / beta) = -0.2341 / -0.2178 Ha
spin multiplicity = 3
net charge = +1
DFT total energy = -934.35087 Eh
Kohn-Sham gap (alpha / beta) = 6.7893 / 7.5053 eV

Each line ends with the Mulliken spin population.
Positions of all 12 atoms, in Å:
O1 -0.5355 2.2814 0.7239  -0.011
C1 0.6585 1.9268 1.1916  -0.001
C2 -1.0664 1.1331 -0.0503  0.025
O2 1.0455 2.1840 2.3092  -0.008
O3 1.1798 0.9461 0.4616  -0.014
C3 0.1884 0.4195 -0.4855  -0.331
H1 -1.6551 1.5105 -0.8931  -0.005
H2 -1.7527 0.5952 0.6191  -0.011
H3 0.5016 0.8304 -1.4613  -0.009
O4 0.5503 -4.4149 -1.1294  -0.064
H4 0.6464 -5.1503 -0.5263  0.000
Pr1 0.2391 -2.2617 -0.7594  2.429

---

Which value of DFT total energy does entry 6 give?
-363.01192 Eh

---

Copy entry 5 word for word.
This record from the Open Molecules 2025 dataset describes a single C4H10O2 molecule. The level of theory is ωB97M-V/def2-TZVPD.

HOMO = -10.123 eV
LUMO energy = 0.0316 Ha
net charge = 0
DFT total energy = -308.87504 Eh
structure (SMILES) = CCC(C)(O)O
Kohn-Sham gap = 10.9813 eV

Each line ends with the natural charge from an NBO analysis.
Positions of all 16 atoms, in Å:
C1 -0.4543 -0.1606 -0.3246  0.524
C2 0.4800 0.1670 0.8008  -0.427
C3 -1.7569 -0.8018 0.1180  -0.659
C4 1.7830 0.8605 0.4432  -0.619
O1 -0.6611 0.9106 -1.1910  -0.712
O2 0.3591 -1.2495 -1.0738  -0.788
H1 -1.4172 0.6816 -1.7543  0.479
H2 1.1282 -0.8232 -1.4813  0.465
H3 -0.2112 0.9316 1.3086  0.195
H4 0.6562 -0.7026 1.4375  0.226
H5 -2.2294 -1.2837 -0.7444  0.223
H6 2.2220 1.3247 1.3321  0.218
H7 -2.4497 -0.0590 0.5259  0.222
H8 -1.5931 -1.5859 0.8623  0.231
H9 2.5008 0.1418 0.0413  0.201
H10 1.6434 1.6486 -0.3005  0.221